DFT (ωB97M-V/def2-TZVPD) results for a molecular structure, C10H18ClIN2O2PSW in a non-equilibrium geometry.

Last column: Mulliken spin population.
Cartesian coordinates (Å):
1 C -3.8343 2.8598 -5.9902  0.0660
2 C -3.5899 1.7337 -5.0218  -0.0793
3 H -4.6794 2.5910 -6.6388  0.0024
4 H -2.9415 3.0268 -6.5993  0.0003
5 H -4.0708 3.7773 -5.4416  -0.0008
6 O -4.2304 0.7178 -4.9016  0.5345
7 I -1.8927 2.0381 -3.7219  0.4700
8 W 0.4552 0.2611 0.3688  0.5693
9 P 1.6639 -0.8800 -1.3706  -0.0578
10 C 1.7845 -2.6915 -1.3277  -0.0023
11 C 0.9422 -0.5582 -3.0056  -0.0008
12 H 3.3876 0.8122 -1.5780  0.0015
13 H 3.8195 -0.7318 -2.3881  -0.0001
14 H 3.9469 -0.5743 -0.5970  -0.0008
15 C 3.3764 -0.2814 -1.4878  -0.0008
16 H 0.7258 0.5106 -3.1365  0.0030
17 H 1.6600 -0.9004 -3.7676  0.0004
18 H 2.4697 -3.0107 -2.1283  0.0016
19 H 0.7922 -3.1309 -1.4870  -0.0019
20 H 0.0016 -1.1170 -3.1003  -0.0012
21 H 2.1688 -3.0147 -0.3524  0.0030
22 C -0.4773 -1.4287 0.5694  0.1736
23 O -1.0149 -2.4784 0.6768  0.1767
24 Cl -0.3981 2.2111 -0.3560  0.0492
25 C 1.0553 -1.3929 3.9084  0.0016
26 N 0.3429 -0.1604 3.6095  0.0095
27 C -0.5428 0.4567 4.4675  0.0021
28 C -0.7831 1.7139 3.9939  0.0088
29 N -0.0184 1.8798 2.8681  -0.0043
30 C 0.6808 0.7086 2.5755  0.0026
31 S 2.2862 0.4885 1.6880  0.0797
32 H 0.8094 -2.1875 3.1982  -0.0004
33 H 2.1331 -1.2140 3.8821  -0.0042
34 H 0.7603 -1.6920 4.9186  0.0000
35 H -0.8754 -0.0140 5.3843  -0.0001
36 H -1.4073 2.4952 4.3978  0.0007
37 H 0.0045 2.7418 2.3269  -0.0015

Forces on the atoms, in the same order (eV/Å):
-0.5 -0.1 -0.5
-2.4 -1.3 -1.2
0.2 0.0 0.2
0.1 -0.1 0.2
0.1 -0.1 0.2
2.3 2.3 0.5
-0.1 -0.3 0.3
-0.4 0.6 -0.8
1.4 -0.8 -0.6
-0.1 0.1 0.2
-0.5 0.3 0.0
0.0 -0.2 0.0
0.1 0.2 0.3
-0.1 0.0 -0.3
-0.1 0.0 -0.2
0.3 -0.3 -0.1
-0.2 0.1 0.2
-0.2 0.1 0.3
0.2 0.0 0.0
0.3 0.1 0.0
0.0 0.0 -0.3
-2.2 -3.7 0.5
1.8 3.5 -0.3
-0.6 0.2 -0.3
0.0 -0.7 0.3
-0.6 1.8 0.4
1.3 -1.4 -0.7
0.7 0.8 -1.4
-0.1 -0.7 0.9
0.2 -0.2 1.6
-0.7 0.3 0.8
-0.1 0.2 0.1
-0.2 0.1 0.0
0.1 -0.1 -0.3
-0.1 0.0 -0.2
-0.1 0.0 -0.1
0.1 -0.2 0.0

Properties
Maximum force = 4.4 eV Å⁻¹
HOMO level (alpha / beta) = -0.628 / -0.656 Eh
Net charge = +3
Lowest unoccupied orbital energy (alpha / beta) = -11.44 / -13.69 eV
2S+1 = 3
Gap between HOMO and LUMO (alpha / beta) = 5.66 / 4.17 eV



DFT (ωB97M-V/def2-TZVPD) results for a molecular structure, C18H29OW in a non-equilibrium geometry.

Last column: Mulliken charge in e.
Cartesian coordinates (Å):
1 W 0.2160 -0.9732 -1.4223  0.7951
2 C -0.7933 0.7602 -2.5014  0.0260
3 C -1.2416 -0.5186 -3.0064  0.4286
4 C -0.0500 -1.1672 -3.5150  -1.2065
5 C 1.0146 -0.1824 -3.4497  -0.1902
6 C 0.5695 1.0124 -2.8424  -0.4318
7 C 1.3568 2.2679 -2.6053  1.3262
8 C 1.1244 3.1110 -3.8846  -1.6716
9 C 0.8394 3.0375 -1.3890  -1.4016
10 C 2.8497 1.9616 -2.4492  -1.5557
11 C 0.4045 -2.6494 -3.2676  1.0889
12 C -0.3869 -3.3553 -2.1117  -1.3558
13 C 1.8453 -2.5842 -2.7006  -1.3164
14 C 0.3299 -3.5309 -4.5307  -1.3791
15 C -2.6509 -0.9600 -2.6140  1.9321
16 C -3.6170 0.2322 -2.7624  -1.7066
17 C -3.2243 -2.0948 -3.4723  -1.6240
18 C -2.5223 -1.3019 -1.0959  -1.1675
19 H -1.4251 1.4576 -1.9684  0.3521
20 H 2.0377 -0.3397 -3.7558  0.5996
21 H 0.0702 3.3561 -4.0195  0.4068
22 H 1.4899 2.6005 -4.7761  0.4175
23 H 1.6756 4.0453 -3.7821  0.4775
24 H -0.2022 3.3446 -1.4978  0.4494
25 H 1.4203 3.9507 -1.2668  0.4212
26 H 0.9530 2.4721 -0.4608  0.2210
27 H 3.2763 1.5142 -3.3488  0.4536
28 H 3.0476 1.3129 -1.5892  0.3239
29 H 3.3979 2.8869 -2.2786  0.4159
30 H -0.2268 -3.0127 -1.0237  0.4869
31 H 0.0672 -4.3435 -1.9961  0.6598
32 H -1.4539 -3.4504 -2.2521  0.3093
33 H 2.0326 -1.8290 -1.8027  0.4501
34 H 2.6138 -2.2569 -3.3982  0.5411
35 H 2.1377 -3.5299 -2.2430  0.4163
36 H -0.7006 -3.6379 -4.8653  0.3216
37 H 0.7371 -4.5190 -4.3144  0.4731
38 H 0.9097 -3.0740 -5.3318  0.4354
39 H -3.5953 0.6245 -3.7790  0.4461
40 H -3.4163 1.0423 -2.0625  0.4170
41 H -4.6318 -0.1136 -2.5652  0.4963
42 H -3.4979 -1.6940 -4.4482  0.4114
43 H -4.1371 -2.4763 -3.0152  0.4726
44 H -2.5614 -2.9357 -3.6525  0.2269
45 H -1.5578 -0.8755 -0.5157  0.2178
46 H -2.5569 -2.3541 -0.8255  0.4924
47 H -3.2362 -0.7480 -0.4806  0.4187
48 O 1.4639 0.4443 1.3622  -0.0526
49 C 1.0520 0.0136 0.4219  0.2316

Forces on the atoms, in the same order (eV/Å):
-0.4 -1.1 -0.2
0.1 0.2 0.2
-0.1 0.1 0.2
0.3 0.0 0.2
0.2 0.0 0.1
0.0 0.2 0.2
0.1 0.1 0.0
-0.1 0.0 -0.1
-0.1 0.0 0.0
0.0 -0.1 -0.1
0.1 0.2 0.0
0.0 0.1 0.4
0.1 0.2 0.2
0.0 0.0 0.0
0.0 0.0 0.0
0.1 0.0 0.0
0.0 0.0 0.0
0.3 0.1 0.1
0.0 0.0 -0.1
0.0 0.0 -0.1
0.0 0.0 0.0
0.0 0.0 0.0
0.0 0.0 0.0
0.0 0.0 0.0
0.0 0.0 0.0
0.0 0.0 0.0
0.0 0.0 0.0
0.0 0.0 0.0
0.0 0.0 0.0
0.0 0.0 -0.2
0.0 0.0 -0.1
0.0 0.0 0.0
-0.1 0.0 -0.2
0.0 0.0 0.0
0.0 0.0 -0.1
0.0 0.0 0.0
0.0 0.0 0.0
0.0 0.0 0.0
0.0 0.0 0.0
0.0 0.0 0.0
0.0 0.0 0.0
0.0 0.0 0.0
0.0 0.0 0.0
0.0 0.0 0.0
-0.1 0.1 -0.1
0.0 0.0 0.0
0.0 0.0 0.0
0.0 -0.1 -0.1
-0.1 0.2 -0.5

Properties
Maximum force = 1.2 eV Å⁻¹
HOMO level (alpha / beta) = -0.772 / -0.770 Eh
Net charge = +3
Lowest unoccupied orbital energy (alpha / beta) = -13.93 / -13.91 eV
Gap between HOMO and LUMO (alpha / beta) = 7.07 / 7.05 eV



DFT (ωB97M-V/def2-TZVPD) results for a molecular structure, C12H22O7P2PtSiTe in a non-equilibrium geometry.

Last column: Mulliken charge in e.
Cartesian coordinates (Å):
1 Pt -0.8394 1.7111 -0.2138  0.5414
2 O -3.5297 4.5551 -0.9158  -0.4809
3 P -1.9570 4.6062 -0.6231  0.7788
4 O -1.3582 5.9219 -0.9198  -0.8003
5 O -1.3118 3.4006 -1.3369  -0.6341
6 O -1.8620 4.2651 0.9714  -0.2194
7 P -3.1247 3.6129 1.8255  0.8148
8 O -2.4886 3.7589 3.3141  -0.5108
9 O -4.2650 4.5790 1.6754  -0.8759
10 O -3.2707 2.1821 1.4863  -0.5676
11 H -4.0316 4.7288 -0.0793  0.3894
12 H -2.3690 4.6971 3.4938  0.2783
13 C 4.7207 -4.6807 0.8554  -1.4046
14 C 3.7753 -3.5112 0.9527  0.6832
15 C 3.7495 -2.6916 2.0688  -1.0792
16 C 2.8805 -1.6070 2.1765  1.0713
17 C 2.9382 -0.7747 3.4291  -1.8274
18 C 1.9789 -1.3195 1.1350  -0.7707
19 Te 0.6444 0.3172 1.4662  -0.1275
20 C 2.0090 -2.1420 -0.0059  1.6197
21 C 1.0645 -1.9176 -1.1453  -1.1219
22 C 2.8946 -3.2116 -0.0778  -0.9165
23 H 5.3562 -4.7427 1.7404  0.3337
24 H 5.3723 -4.5974 -0.0184  0.3112
25 H 4.1794 -5.6265 0.7670  0.2968
26 H 4.4351 -2.8909 2.8888  0.1612
27 H 3.7792 -1.0822 4.0547  0.3414
28 H 2.0141 -0.8691 4.0047  0.3476
29 H 3.0385 0.2858 3.1910  0.3642
30 H 0.8092 -0.8643 -1.2415  -0.0739
31 H 0.1330 -2.4521 -0.9534  0.1808
32 H 1.4790 -2.2810 -2.0882  0.3607
33 H 2.8913 -3.8274 -0.9742  0.3253
34 C -2.6305 -1.1152 -1.2636  -0.9980
35 Si -1.8708 0.5227 -1.8292  0.7508
36 C -3.3421 1.5425 -2.4141  -1.1291
37 C -0.7985 0.1883 -3.3541  -1.0583
38 H -3.3730 -1.4316 -2.0054  0.3798
39 H -3.1371 -0.9694 -0.3077  0.2654
40 H -1.9031 -1.9162 -1.1541  0.2091
41 H -3.9427 0.9873 -3.1462  0.4187
42 H -3.0008 2.4751 -2.8581  0.2260
43 H -3.9698 1.7976 -1.5577  0.2508
44 H -1.3623 -0.3985 -4.0885  0.3275
45 H 0.1158 -0.3553 -3.1134  0.2690
46 H -0.5202 1.1405 -3.8115  0.2992

Forces on the atoms, in the same order (eV/Å):
1.0 -0.3 -0.3
0.1 0.1 0.0
0.2 -0.3 0.0
0.0 0.0 0.0
-0.3 0.2 0.3
-0.2 0.1 -0.2
0.1 0.0 -0.1
0.0 0.0 0.0
0.0 0.0 0.0
0.0 0.0 0.3
0.0 0.0 0.0
0.0 0.0 0.0
0.0 0.0 0.0
0.0 0.0 0.0
0.0 0.0 0.0
0.0 0.0 0.0
0.0 0.0 0.0
0.1 0.1 -0.3
-0.7 0.1 0.1
0.0 0.0 0.1
0.0 0.0 0.0
0.0 0.0 0.0
0.0 0.0 0.0
0.0 0.0 0.0
0.0 0.0 0.0
0.0 0.0 0.0
0.0 0.0 0.0
0.0 0.0 0.0
0.0 0.0 0.0
0.0 0.0 0.0
-0.1 0.0 0.0
0.0 0.0 0.0
0.0 0.0 0.0
0.0 0.0 0.0
-0.3 0.0 0.1
0.0 -0.2 -0.1
0.0 0.0 0.0
0.0 0.0 0.0
0.0 0.0 0.0
0.1 -0.1 0.1
0.0 0.0 0.0
0.0 0.0 0.0
0.0 0.0 0.0
0.0 0.0 0.0
0.0 0.0 -0.1
0.0 0.0 0.0

Properties
ΔE to the lowest compared entry with this formula, charge and spin = 19.5 kcal per mole
Maximum force = 1.1 eV Å⁻¹
HOMO level = -0.053 Eh
Net charge = -2
Lowest unoccupied orbital energy = 4.18 eV
Gap between HOMO and LUMO = 5.61 eV



DFT (ωB97M-V/def2-TZVPD) results for a molecular structure, C19H17N3O4S in a non-equilibrium geometry.

Last column: Mulliken charge in e.
Cartesian coordinates (Å):
1 O 2.1135 1.9820 -2.3865  -0.6395
2 C 2.6346 1.9443 -1.3410  0.8293
3 N 1.8930 1.9934 -0.2314  -0.1327
4 C 0.4047 1.8094 -0.0885  0.7444
5 C -0.4938 1.7461 -1.3032  -0.8735
6 C -1.9387 1.7743 -0.8903  -0.5275
7 C -2.4624 1.5922 0.5075  0.3854
8 C -1.5495 1.6633 1.3079  -0.1453
9 C -0.2162 1.7272 1.1346  -0.5352
10 H 0.5525 1.5950 2.0610  0.0715
11 H -2.0081 1.7460 2.4368  0.1040
12 S -4.2302 1.7299 0.5218  1.2363
13 O -4.8324 1.6741 -0.6984  -0.5594
14 O -4.4547 2.4941 1.8169  -0.6576
15 N -4.3520 0.0124 1.0177  -0.3096
16 C -4.2257 -1.0319 0.3802  0.9036
17 N -3.2869 -0.8990 -0.6910  0.0325
18 C -3.1196 -1.7411 -1.5499  -0.3662
19 C -3.5410 -2.8420 -1.6361  -0.6995
20 C -4.5370 -3.1808 -0.4002  -0.4044
21 C -4.8196 -2.2506 0.3233  -0.7111
22 H -5.5580 -2.3252 1.3999  -0.0184
23 H -4.9762 -4.0858 -0.3734  0.5615
24 H -3.4852 -3.6415 -2.1472  0.6130
25 H -2.4015 -1.2382 -2.6642  0.0115
26 H -4.9471 -0.0696 1.8607  0.2684
27 H -2.5743 1.7293 -1.7597  0.3715
28 H -0.0798 2.1943 -2.1759  0.5280
29 H 2.1824 1.8387 0.7728  0.1513
30 C 4.0188 1.9655 -0.9601  -0.9569
31 O 4.3485 1.5911 0.1754  -0.4739
32 C 4.2767 0.0902 0.2668  0.8235
33 C 3.8068 -0.7404 -0.5038  -0.1452
34 C 3.7691 -2.2643 -0.2625  -1.3594
35 C 4.2913 -2.6719 0.9496  -0.6104
36 C 4.8894 -1.5050 1.9002  -0.5188
37 C 4.8683 -0.3481 1.4197  -0.3376
38 H 5.2465 0.3800 2.5564  0.0845
39 H 5.2480 -2.0189 2.8089  0.3442
40 H 4.2164 -3.5357 1.2519  0.6411
41 H 3.4578 -2.9048 -0.7990  0.7439
42 H 3.2057 -0.3678 -1.2140  0.4992
43 H 4.4313 1.4736 -1.8179  0.4752
44 H 4.2347 2.9167 -0.9758  0.5581

Forces on the atoms, in the same order (eV/Å):
-0.6 0.0 -4.6
-1.9 0.1 3.6
-5.6 -1.1 5.5
-0.1 0.1 -4.1
-2.5 1.7 6.0
3.1 -1.5 -1.2
-5.0 1.8 -13.8
2.7 0.6 12.8
5.7 -0.7 1.8
-2.2 0.7 -1.9
1.7 -0.4 -2.2
4.5 -2.1 9.7
-2.5 1.7 -4.3
-0.8 -2.0 -4.4
-3.4 6.5 7.3
6.1 -3.4 -10.3
-2.7 6.6 7.6
8.1 9.5 -8.0
-8.8 -10.4 6.6
5.6 -3.9 -9.5
-6.1 5.8 12.3
1.5 -0.4 -3.2
-1.3 -3.0 0.1
1.1 -4.9 -4.5
-1.6 -1.6 3.0
0.4 0.3 -0.5
-0.6 0.3 0.1
-0.3 -0.6 -1.0
0.9 0.5 -2.1
-1.0 -0.7 -7.7
1.7 -7.1 7.3
4.0 7.6 5.6
-3.0 -8.5 -4.1
5.7 10.4 9.6
1.1 12.4 -2.8
-1.7 -10.9 -1.0
2.6 7.0 6.4
-1.0 -1.1 -4.3
0.0 1.5 -0.2
-0.4 -8.9 3.1
-4.6 -7.8 -7.8
-1.9 0.7 -3.4
1.4 -0.5 -0.7
1.5 5.6 -1.0

Properties
ΔE to the lowest compared entry with this formula, charge and spin = 452.5 kcal per mole
Maximum force = 15.3 eV Å⁻¹
HOMO level = -0.306 Eh
Lowest unoccupied orbital energy = 0.29 eV
Gap between HOMO and LUMO = 8.62 eV



> What is the maximum force in the first record?

4.4 eV Å⁻¹



> maximum force of number 4 (C19H17N3O4S)?

15.3 eV Å⁻¹



> The lowest maximum force belongs to which entry?

C12H22O7P2PtSiTe



> Which of these has the lowest maximum force?

C12H22O7P2PtSiTe